# C18H50N4O5

A cluster of 5 separate species, C18H50N4O5 in total (wB97M-V/def2-TZVPD, the Open Molecules 2025 dataset).

Results
structure (SMILES): COC[C@H](C)N.COC[C@H](C)N.COC[C@H](C)N.COC[C@H](C)N.CCO
highest occupied orbital energy: -0.34138 Ha
multiplicity: 1
strongest force on any atom: 2.7 eV/Å
relative energy (zero: lowest compared OMol25 entry of this formula, charge and spin): 245.4 kJ/mol
LUMO: 0.01742 hartree

Each atom is followed by the atoms it is bonded to, with distances in Å.
Cartesian coordinates (Å):
1 C -9.718 -3.527 2.674  H22 1.090, H25 1.090, H57 1.090, O76 1.381
2 C -6.846 -4.022 -0.681  H58 1.090, C61 1.528, H71 1.090, H74 1.090
3 H -19.510 3.021 1.400  C66 1.090
4 H -15.034 1.639 3.595  O30 0.960
5 H -16.480 -3.635 3.606  C9 1.090
6 H -5.143 -2.260 5.445  N70 1.010
7 H -7.004 -1.583 4.249  C29 1.090
8 H -12.787 -4.638 5.321  C28 1.090
9 C -15.765 -3.509 2.794  H5 1.090, N36 1.472, C41 1.544, C52 1.540
10 H -16.588 1.191 5.025  N39 1.010
11 H -17.847 3.453 5.322  C37 1.090
12 C -5.266 -0.322 4.606  C29 1.574, C43 1.560, H51 1.090, N70 1.496
13 H -6.427 -0.774 2.768  C29 1.090
14 H -15.669 -1.624 3.244  N36 1.010
15 H -14.942 4.427 4.579  C65 1.090
16 O -7.563 0.451 3.964  C29 1.476, C49 1.429
17 O -18.900 3.774 3.331  C66 1.407, C73 1.461
18 H -12.883 -0.404 1.614  C50 1.090
19 H -9.445 1.047 3.261  C49 1.090
20 H -7.811 -2.308 1.394  C34 1.090
21 H -16.050 1.974 6.291  N39 1.010
22 H -10.790 -3.340 2.617  C1 1.090
23 H -16.230 -5.330 1.856  C41 1.090
24 H -17.418 -4.111 1.366  C41 1.090
25 H -9.343 -2.629 3.165  C1 1.090
26 H -3.812 -1.375 5.601  N70 1.010
27 C -13.470 0.488 3.507  O30 1.446, H42 1.090, C50 1.524, H72 1.090
28 C -13.158 -5.417 4.656  H8 1.090, H31 1.090, H35 1.090, O55 1.374
29 C -6.598 -0.658 3.838  H7 1.090, C12 1.574, H13 1.090, O16 1.476
30 O -14.306 1.541 2.976  H4 0.960, C27 1.446
31 H -12.406 -5.534 3.875  C28 1.090
32 H -15.849 -4.036 0.672  C41 1.090
33 H -20.191 2.127 2.722  C66 1.090
34 C -8.598 -2.797 0.821  H20 1.090, H47 1.090, C61 1.565, O76 1.403
35 H -13.216 -6.260 5.345  C28 1.090
36 N -15.825 -2.101 2.368  C9 1.472, H14 1.010, H38 1.010
37 C -16.934 3.230 4.769  H11 1.090, N39 1.493, C65 1.580, C73 1.539
38 H -16.816 -2.034 2.184  N36 1.010
39 N -16.159 2.066 5.291  H10 1.010, H21 1.010, C37 1.493
40 H -7.486 -1.458 -1.079  N64 1.010
41 C -16.367 -4.279 1.599  C9 1.544, H23 1.090, H24 1.090, H32 1.090
42 H -14.006 -0.363 3.929  C27 1.090
43 C -4.352 0.619 3.762  C12 1.560, H46 1.090, H60 1.090, H77 1.090
44 H -13.901 -3.046 3.801  C52 1.090
45 H -7.815 -2.357 -2.384  N64 1.010
46 H -3.372 0.876 4.165  C43 1.090
47 H -9.441 -2.150 0.575  C34 1.090
48 H -8.529 0.210 2.122  C49 1.090
49 C -8.741 0.217 3.191  O16 1.429, H19 1.090, H48 1.090, H53 1.090
50 C -12.427 0.103 2.464  H18 1.090, C27 1.524, H62 1.090, H69 1.090
51 H -5.517 0.219 5.518  C12 1.090
52 C -14.357 -3.892 3.286  C9 1.540, H44 1.090, O55 1.435, H63 1.090
53 H -9.349 -0.650 3.449  C49 1.090
54 H -20.690 3.677 2.402  C66 1.090
55 O -14.337 -5.130 4.011  C28 1.374, C52 1.435
56 H -17.733 2.080 3.036  C73 1.090
57 H -9.636 -4.421 3.292  C1 1.090
58 H -5.979 -3.456 -0.340  C2 1.090
59 H -9.018 -3.904 -0.895  C61 1.090
60 H -4.920 1.456 3.357  C43 1.090
61 C -8.176 -3.274 -0.609  C2 1.528, C34 1.565, H59 1.090, N64 1.438
62 H -11.894 1.005 2.163  C50 1.090
63 H -13.610 -4.124 2.527  C52 1.090
64 N -8.150 -2.116 -1.462  H40 1.010, H45 1.010, C61 1.438
65 C -15.947 4.442 5.001  H15 1.090, C37 1.580, H67 1.090, H75 1.090
66 C -19.769 3.097 2.456  H3 1.090, O17 1.407, H33 1.090, H54 1.090
67 H -16.402 5.368 4.649  C65 1.090
68 H -16.981 3.647 2.677  C73 1.090
69 H -11.759 -0.712 2.739  C50 1.090
70 N -4.560 -1.593 4.959  H6 1.010, C12 1.496, H26 1.010
71 H -6.651 -4.402 -1.684  C2 1.090
72 H -12.843 0.898 4.299  C27 1.090
73 C -17.603 3.104 3.388  O17 1.461, C37 1.539, H56 1.090, H68 1.090
74 H -6.819 -4.848 0.030  C2 1.090
75 H -15.901 4.505 6.088  C65 1.090
76 O -9.042 -3.919 1.536  C1 1.381, C34 1.403
77 H -4.046 0.062 2.876  C43 1.090

---

# C18H50N7O5P2

A cluster of 3 separate species, C18H50N7O5P2 in total (wB97M-V/def2-TZVPD, the Open Molecules 2025 dataset).

Results
charge: +1
highest occupied orbital energy: -0.35252 Ha
multiplicity: 1
strongest force on any atom: 3.9 eV/Å
LUMO: -0.12321 hartree

Each atom is followed by the atoms it is bonded to, with distances in Å.
Cartesian coordinates (Å):
1 N 1.258 -3.175 -6.747  H15 1.021, C21 1.518, H30 1.020, C46 1.505
2 H -2.145 5.190 -0.005  C42 1.091
3 C 1.641 1.197 4.351  H18 1.092, H28 1.098, H73 1.091, N81 1.468
4 C -0.735 -4.754 -6.506  O9 1.425, H11 1.093, C46 1.518, C68 1.527
5 C 1.132 2.345 0.588  H12 1.092, H38 1.098, H48 1.089, N58 1.468
6 H -0.285 1.862 -3.464  C41 1.100
7 H -2.015 -2.947 5.821  C35 1.093
8 H -1.305 1.255 0.082  C61 1.098
9 O -0.974 -4.776 -5.101  C4 1.425, H75 0.960
10 H -1.794 -2.164 7.403  C35 1.097
11 H -0.990 -5.742 -6.898  C4 1.093
12 H 2.003 2.986 0.433  C5 1.092
13 O -0.569 -1.364 -2.616  C40 1.193
14 N 1.786 -1.411 6.808  C36 1.461, C39 1.447, P45 1.697
15 H 0.679 -2.554 -7.313  N1 1.021
16 H -0.658 -2.386 -5.090  C23 1.085
17 H 1.485 -0.770 2.696  C67 1.094
18 H 2.185 1.640 5.187  C3 1.092
19 H 2.249 -1.789 -5.545  C21 1.088
20 H 0.698 7.217 -0.623  C25 1.091
21 C 1.508 -2.569 -5.377  N1 1.518, H19 1.088, C23 1.523, H64 1.084
22 O 1.013 3.964 -2.505  P24 1.482
23 C 0.271 -1.934 -4.756  H16 1.085, C21 1.523, H32 1.090, C40 1.519
24 P 0.041 3.776 -1.401  O22 1.482, N47 1.693, N56 1.708, N58 1.727
25 C 0.708 6.379 -1.322  H20 1.091, N47 1.462, H74 1.085, H79 1.096
26 H -1.918 4.127 -3.884  C57 1.098
27 H -2.195 0.350 6.165  C31 1.096
28 H 0.757 1.817 4.151  C3 1.098
29 N -0.835 -1.233 5.731  C31 1.457, C35 1.453, P45 1.706
30 H 2.172 -3.193 -7.200  N1 1.020
31 C -1.919 -0.336 5.356  H27 1.096, N29 1.457, H49 1.095, H77 1.090
32 H 0.214 -0.880 -5.029  C23 1.090
33 H 3.301 -1.561 8.232  C36 1.092
34 H 1.300 -5.100 -5.950  C46 1.086
35 C -1.304 -2.406 6.451  H7 1.093, H10 1.097, N29 1.453, H53 1.084
36 C 2.311 -1.111 8.138  N14 1.461, H33 1.092, H65 1.096, H82 1.085
37 H 1.636 -3.041 5.473  C39 1.092
38 H 1.297 1.407 0.041  C5 1.098
39 C 1.893 -2.823 6.512  N14 1.447, H37 1.092, H51 1.093, H72 1.096
40 C 0.264 -1.949 -3.238  O13 1.193, C23 1.519, O43 1.357
41 C -1.075 1.795 -2.702  H6 1.100, H44 1.090, N56 1.452, H60 1.092
42 C -1.500 5.915 -0.504  H2 1.091, N47 1.449, H70 1.096, H71 1.092
43 O 1.292 -2.627 -2.669  C40 1.357, H63 0.965
44 H -1.972 1.386 -3.168  C41 1.090
45 P 0.562 -0.390 6.226  N14 1.697, N29 1.706, O62 1.479, N81 1.731
46 C 0.756 -4.594 -6.743  N1 1.505, C4 1.518, H34 1.086, H54 1.087
47 N -0.207 5.350 -0.831  P24 1.693, C25 1.462, C42 1.449
48 H 1.076 2.115 1.651  C5 1.089
49 H -1.636 0.268 4.487  C31 1.095
50 H -1.319 -2.725 -7.165  C68 1.092
51 H 2.926 -3.153 6.650  C39 1.093
52 H -0.194 -0.361 3.094  C67 1.099
53 H -0.491 -3.092 6.655  C35 1.084
54 H 1.025 -5.054 -7.690  C46 1.087
55 H -2.536 4.806 -2.376  C57 1.083
56 N -1.356 3.086 -2.101  P24 1.708, C41 1.452, C57 1.452
57 C -2.290 3.879 -2.881  H26 1.098, H55 1.083, N56 1.452, H78 1.093
58 N -0.091 3.030 0.151  C5 1.468, P24 1.727, C61 1.457
59 H -1.217 2.130 1.622  C61 1.093
60 H -0.753 1.075 -1.946  C41 1.092
61 C -1.263 2.253 0.537  H8 1.098, N58 1.457, H59 1.093, H80 1.085
62 O 0.188 0.396 7.421  P45 1.479
63 H 0.963 -3.131 -1.915  O43 0.965
64 H 1.966 -3.331 -4.758  C21 1.084
65 H 1.673 -1.495 8.942  C36 1.096
66 H -1.712 -4.015 -8.293  C68 1.089
67 C 0.721 -0.834 3.476  H17 1.094, H52 1.099, H69 1.085, N81 1.454
68 C -1.643 -3.766 -7.235  C4 1.527, H50 1.092, H66 1.089, H76 1.086
69 H 0.513 -1.884 3.652  C67 1.085
70 H -2.017 6.304 -1.388  C42 1.096
71 H -1.374 6.747 0.193  C42 1.092
72 H 1.265 -3.435 7.169  C39 1.096
73 H 2.296 1.236 3.479  C3 1.091
74 H 1.725 6.004 -1.372  C25 1.085
75 H -1.741 -5.332 -4.942  O9 0.960
76 H -2.631 -3.801 -6.785  C68 1.086
77 H -2.800 -0.914 5.076  C31 1.090
78 H -3.227 3.326 -2.983  C57 1.093
79 H 0.435 6.748 -2.318  C25 1.096
80 H -2.184 2.774 0.300  C61 1.085
81 N 1.270 -0.190 4.659  C3 1.468, P45 1.731, C67 1.454
82 H 2.420 -0.041 8.281  C36 1.085

---

# C18H50O7

A cluster of 7 separate species, C18H50O7 in total (wB97M-V/def2-TZVPD, the Open Molecules 2025 dataset).

Results
charge: -1
highest occupied orbital energy (alpha / beta): 0.01744 / -0.25818 Ha
multiplicity: 2
strongest force on any atom: 2.9 eV/Å
relative energy (zero: lowest compared OMol25 entry of this formula, charge and spin): 51.3 kJ/mol
LUMO (alpha / beta): 0.09971 / 0.09713 hartree
<S²>: 0.75

Each atom is followed by the atoms it is bonded to, with distances in Å.
Cartesian coordinates (Å):
1 C -3.204 -2.789 1.613  C14 1.522, H15 1.090, H24 1.090, H40 1.090
2 H 2.538 -0.453 -3.107  C45 1.090
3 H -1.234 -1.738 1.861  O42 0.960
4 H 0.270 2.464 2.341  C23 1.090
5 H -3.600 3.682 -2.266  C35 1.090
6 H -1.346 5.190 -2.167  C16 1.090
7 H -2.597 2.548 3.536  C49 1.090
8 H 3.375 -0.573 2.243  C66 1.090
9 H 4.001 0.295 -3.331  C45 1.090
10 H 1.102 -3.693 1.682  O32 0.960
11 O -1.236 3.683 4.316  C49 1.405, H70 0.960
12 H -0.079 -0.531 -3.326  C73 1.090
13 H -3.557 -0.346 0.087  C59 1.090
14 C -3.045 -1.322 1.988  C1 1.522, H17 1.090, O42 1.383, C59 1.539
15 H -4.216 -3.133 1.403  C1 1.090
16 C -0.923 4.324 -2.675  H6 1.090, C48 1.490, H51 1.090, H58 1.090
17 H -3.352 -1.214 3.028  C14 1.090
18 H 1.630 -0.469 2.171  C66 1.090
19 H -1.192 1.594 1.740  C23 1.090
20 H -0.972 3.321 1.623  C23 1.090
21 H -3.608 0.649 1.498  C59 1.090
22 O 0.862 1.062 -0.055  H46 0.957, H72 0.957
23 C -0.819 2.464 2.279  H4 1.090, H19 1.090, H20 1.090, C49 1.537
24 H -2.718 -3.411 2.365  C1 1.090
25 H -1.597 0.943 -3.493  O38 0.960
26 H 5.520 -0.585 0.053  C56 1.090
27 H -1.475 0.309 4.095  C62 1.090
28 C 2.468 -2.569 2.141  H31 1.090, O32 1.355, C63 1.462, C66 1.521
29 H 2.335 -1.037 3.594  C66 1.090
30 O 3.583 0.648 -0.646  H36 0.960, C65 1.462
31 H 2.648 -2.703 1.074  C28 1.090
32 O 1.229 -3.057 2.389  H10 0.960, C28 1.355
33 H -2.875 -1.623 -2.580  C53 1.090
34 H -0.099 -1.726 -5.351  C67 1.090
35 C -2.952 2.836 -2.494  H5 1.090, H44 1.090, C48 1.570, H50 1.090
36 H 3.607 1.334 -1.318  O30 0.960
37 H -1.447 -2.313 -1.853  C53 1.090
38 O -1.734 0.234 -4.126  H25 0.960, C73 1.410
39 H 4.118 -1.441 -3.259  C45 1.090
40 H -2.766 -2.937 0.626  C1 1.090
41 O -0.762 1.860 -2.220  H47 0.960, C48 1.445
42 O -1.744 -0.937 1.722  H3 0.960, C14 1.383
43 H -1.402 1.427 5.591  C62 1.090
44 H -3.351 1.880 -2.153  C35 1.090
45 C 3.587 -0.586 -2.841  H2 1.090, H9 1.090, H39 1.090, C65 1.551
46 H 1.763 0.804 -0.252  O22 0.957
47 H -0.144 1.657 -1.515  O41 0.960
48 C -1.477 3.102 -2.028  C16 1.490, C35 1.570, O41 1.445, H71 1.090
49 C -1.516 2.478 3.649  H7 1.090, O11 1.405, C23 1.537, C62 1.536
50 H -3.014 2.847 -3.582  C35 1.090
51 H -1.058 4.567 -3.729  C16 1.090
52 H -0.721 -2.979 -4.195  C67 1.090
53 C -1.840 -1.408 -2.316  H33 1.090, H37 1.090, H69 1.090, C73 1.571
54 H 5.740 -1.806 -1.196  C56 1.090
55 H -1.804 -2.217 -5.248  C67 1.090
56 C 5.393 -0.789 -1.010  H26 1.090, H54 1.090, H57 1.090, C65 1.546
57 H 6.007 -0.101 -1.590  C56 1.090
58 H 0.162 4.394 -2.597  C16 1.090
59 C -3.869 -0.344 1.132  H13 1.090, C14 1.539, H21 1.090, H74 1.090
60 H 3.378 -1.507 -0.964  C65 1.090
61 H 4.521 -2.945 2.661  C63 1.090
62 C -1.192 1.265 4.533  H27 1.090, H43 1.090, C49 1.536, H64 1.090
63 C 3.509 -3.299 2.862  C28 1.462, H61 1.090, H68 1.090, H75 1.090
64 H -0.104 1.259 4.458  C62 1.090
65 C 3.888 -0.612 -1.320  O30 1.462, C45 1.551, C56 1.546, H60 1.090
66 C 2.456 -1.093 2.512  H8 1.090, H18 1.090, C28 1.521, H29 1.090
67 C -0.901 -2.015 -4.672  H34 1.090, H52 1.090, H55 1.090, C73 1.574
68 H 3.654 -4.324 2.522  C63 1.090
69 H -1.725 -0.774 -1.437  C53 1.090
70 H -0.326 3.659 4.621  O11 0.960
71 H -1.580 3.287 -0.959  C48 1.090
72 H 0.457 0.270 0.299  O22 0.957
73 C -1.075 -0.889 -3.587  H12 1.090, O38 1.410, C53 1.571, C67 1.574
74 H -4.931 -0.572 1.224  C59 1.090
75 H 3.380 -3.479 3.930  C63 1.090